Computed, not measured: 11 unconnected molecules or ions with the total composition C29H75N5O22, with wB97M-V/def2-TZVPD.

Its energy above the lowest of the compared OMol25 structures with the same formula, charge and spin is 5.837 eV. The frontier orbital gap comes out at 9.32 eV. As for the SMILES: C[N+](=O)[O-].C[N+](=O)[O-].C[N+](=O)[O-].C[N+](=O)[O-].C[N+](=O)[O-].COCCOC.COCCOC.COCCOC.COCCOC.COCCOC.COCCOC. The total energy is -3078.02999 a.u. For the LUMO energy, the calculation gives -0.1 eV.

```
131
C29H75N5O22 wB97M-V/def2-TZVPD
C -0.62 6.49 5.38
N -1.26 6.79 6.72
O -1.17 7.98 7.08
O -1.67 5.83 7.45
H -0.67 7.31 4.66
H -0.97 5.53 5.02
H 0.41 6.28 5.64
C -1.82 -5.65 -6.84
N -0.61 -6.11 -7.63
O 0.11 -5.22 -8.08
O -0.37 -7.26 -7.67
H -2.27 -6.55 -6.42
H -2.53 -5.34 -7.62
H -1.73 -5.06 -5.93
C -1.69 7.12 -5.00
N -1.84 6.98 -3.52
O -2.58 6.06 -3.10
O -1.25 7.75 -2.83
H -1.99 6.23 -5.56
H -0.67 7.41 -5.22
H -2.25 8.02 -5.25
C -0.85 0.95 -0.59
N -1.10 -0.32 -1.30
O -1.91 -0.27 -2.23
O -0.43 -1.29 -0.91
H -1.78 1.52 -0.51
H -0.03 1.41 -1.14
H -0.55 0.77 0.44
C -4.30 -0.15 8.07
N -4.56 0.17 6.61
O -5.65 -0.18 6.14
O -3.67 0.71 5.95
H -5.11 0.29 8.66
H -3.31 0.14 8.41
H -4.05 -1.20 8.19
C -9.59 2.04 -0.80
O -10.95 1.60 -0.63
C -11.83 1.70 -1.72
C -12.51 3.04 -1.71
O -13.38 3.10 -0.60
C -14.08 4.38 -0.47
H -9.53 3.12 -0.94
H -9.06 1.60 -1.64
H -9.12 1.68 0.11
H -12.57 0.90 -1.65
H -11.40 1.71 -2.72
H -13.08 3.19 -2.62
H -11.75 3.81 -1.62
H -14.92 4.32 0.23
H -14.66 4.77 -1.31
H -13.38 5.11 -0.07
C 7.77 1.98 8.39
O 6.98 1.16 7.57
C 5.66 0.92 8.03
C 4.63 1.94 7.45
O 4.20 1.71 6.15
C 5.25 1.61 5.25
H 8.74 2.04 7.89
H 8.00 1.42 9.29
H 7.22 2.88 8.65
H 5.56 1.10 9.11
H 5.41 -0.13 7.94
H 4.99 2.96 7.53
H 3.71 1.80 8.02
H 4.77 1.44 4.28
H 5.93 0.77 5.36
H 5.84 2.51 5.11
C 6.67 8.93 2.09
O 5.73 7.95 1.67
C 5.99 7.32 0.45
C 7.49 6.76 0.29
O 8.35 7.85 0.05
C 9.74 7.65 0.44
H 7.62 8.43 2.25
H 6.42 9.53 2.96
H 6.86 9.63 1.28
H 5.70 7.92 -0.41
H 5.36 6.43 0.48
H 7.50 6.16 -0.62
H 7.87 5.93 0.90
H 9.72 7.72 1.53
H 10.38 8.50 0.22
H 10.15 6.70 0.08
C 6.77 -8.97 -0.54
O 5.35 -9.22 -0.33
C 4.40 -8.25 -0.90
C 3.37 -7.73 0.12
O 4.01 -7.25 1.31
C 3.05 -6.85 2.35
H 7.06 -8.12 0.07
H 7.00 -8.67 -1.56
H 7.45 -9.79 -0.32
H 3.99 -8.61 -1.85
H 4.93 -7.31 -1.06
H 2.67 -8.56 0.28
H 2.60 -7.10 -0.33
H 2.30 -6.09 2.12
H 3.58 -6.45 3.21
H 2.50 -7.67 2.81
C 4.18 3.64 -6.33
O 3.97 2.48 -5.59
C 4.11 1.35 -6.38
C 2.91 0.81 -7.12
O 2.51 1.74 -8.14
C 1.83 1.12 -9.17
H 4.15 4.56 -5.74
H 3.46 3.77 -7.14
H 5.21 3.61 -6.69
H 4.34 0.61 -5.60
H 4.98 1.30 -7.04
H 2.08 0.57 -6.46
H 3.14 -0.15 -7.58
H 0.82 0.89 -8.84
H 2.33 0.28 -9.65
H 1.74 1.95 -9.87
C -3.40 -10.05 -1.88
O -3.59 -8.70 -1.34
C -4.28 -8.47 -0.12
C -5.69 -9.01 -0.14
O -5.80 -10.42 0.06
C -7.07 -10.80 0.51
H -4.34 -10.60 -1.84
H -2.73 -10.58 -1.20
H -2.84 -10.01 -2.81
H -4.28 -7.39 -0.19
H -3.83 -8.87 0.79
H -6.19 -8.66 -1.04
H -6.09 -8.41 0.68
H -7.21 -11.87 0.71
H -7.79 -10.43 -0.23
H -7.36 -10.31 1.44
```

Results of the Löwdin charge analysis, in e, for atoms 1 through 99: number 1, C, carries 0.04; number 2, N, carries -0.39; number 3, O, carries 0.04; number 4, O, carries 0.02; number 5, H, carries 0.10; number 6, H, carries 0.09; number 7, H, carries 0.10; number 8, C, carries 0.04; number 9, N, carries -0.46; number 10, O, carries 0.04; number 11, O, carries 0.09; number 12, H, carries 0.08; number 13, H, carries 0.10; number 14, H, carries 0.10; number 15, C, carries 0.04; number 16, N, carries -0.44; number 17, O, carries 0.03; number 18, O, carries 0.09; number 19, H, carries 0.10; number 20, H, carries 0.10; number 21, H, carries 0.10; number 22, C, carries 0.03; number 23, N, carries -0.43; number 24, O, carries 0.06; number 25, O, carries 0.05; number 26, H, carries 0.10; number 27, H, carries 0.11; number 28, H, carries 0.09; number 29, C, carries 0.04; number 30, N, carries -0.42; number 31, O, carries 0.05; number 32, O, carries 0.05; number 33, H, carries 0.10; number 34, H, carries 0.09; number 35, H, carries 0.09; number 36, C, carries -0.09; number 37, O, carries -0.18; number 38, C, carries -0.22; number 39, C, carries -0.25; number 40, O, carries -0.17; number 41, C, carries -0.09; number 42, H, carries 0.08; number 43, H, carries 0.08; number 44, H, carries 0.09; number 45, H, carries 0.13; number 46, H, carries 0.12; number 47, H, carries 0.12; number 48, H, carries 0.12; number 49, H, carries 0.08; number 50, H, carries 0.08; number 51, H, carries 0.08; number 52, C, carries -0.10; number 53, O, carries -0.22; number 54, C, carries -0.19; number 55, C, carries -0.21; number 56, O, carries -0.17; number 57, C, carries -0.14; number 58, H, carries 0.09; number 59, H, carries 0.08; number 60, H, carries 0.09; number 61, H, carries 0.11; number 62, H, carries 0.13; number 63, H, carries 0.12; number 64, H, carries 0.12; number 65, H, carries 0.09; number 66, H, carries 0.09; number 67, H, carries 0.09; number 68, C, carries -0.09; number 69, O, carries -0.18; number 70, C, carries -0.17; number 71, C, carries -0.20; number 72, O, carries -0.23; number 73, C, carries -0.07; number 74, H, carries 0.07; number 75, H, carries 0.09; number 76, H, carries 0.09; number 77, H, carries 0.12; number 78, H, carries 0.12; number 79, H, carries 0.11; number 80, H, carries 0.12; number 81, H, carries 0.07; number 82, H, carries 0.08; number 83, H, carries 0.09; number 84, C, carries -0.09; number 85, O, carries -0.20; number 86, C, carries -0.17; number 87, C, carries -0.22; number 88, O, carries -0.16; number 89, C, carries -0.09; number 90, H, carries 0.08; number 91, H, carries 0.08; number 92, H, carries 0.08; number 93, H, carries 0.12; number 94, H, carries 0.11; number 95, H, carries 0.11; number 96, H, carries 0.12; number 97, H, carries 0.08; number 98, H, carries 0.08; number 99, H, carries 0.08